# C3H8N2

A gas-phase ion, C3H8N2 (charge -1) (wB97M-V/def2-TZVPD, the Open Molecules 2025 dataset).

Structure (XYZ):
```
13
C3H8N2 (wB97M-V/def2-TZVPD)
C 1.4278 0.5591 -1.2500
C -0.0138 0.3365 -0.7874
N -0.0044 -0.1730 0.5741
C -1.1441 -0.4992 1.2132
N -1.2264 -0.8189 2.4503
H 2.0083 0.8793 -0.4007
H 1.5719 1.2821 -2.0531
H 1.8228 -0.3736 -1.5993
H -0.5563 1.2827 -0.8652
H -0.5238 -0.4042 -1.4154
H 0.8731 -0.5018 0.9315
H -2.0344 -0.5098 0.5839
H -2.2007 -1.0592 2.6182
```

Calculated values
- E_LUMO (spin up / spin down): 3.77 / 4.49 eV
- ⟨S²⟩: 0.750
- Multiplicity: 2
- HOMO level (spin up / spin down): 1.8 / -5.2 eV
- Total charge: -1
- ΔE to the lowest compared entry with this formula, charge and spin: 0.3426 eV

# C29H48CsN8O5Se2

A molecular structure, C29H48CsN8O5Se2 (wB97M-V/def2-TZVPD, the Open Molecules 2025 dataset).

Structure (XYZ):
```
93
C29H48CsN8O5Se2 (wB97M-V/def2-TZVPD)
Cs -0.9047 2.1114 0.0530
C 4.0744 -1.0433 -3.3311
C 2.6298 -1.3318 -2.9044
C 2.4170 -2.8415 -2.7779
C 0.9725 -3.3580 -2.8243
C 0.3591 -3.1039 -4.2014
C 1.0082 -4.8562 -2.5255
N 0.1490 -2.6427 -1.7854
C -1.2314 -3.1551 -1.6272
C -2.0217 -2.3366 -0.6222
N -1.3630 -2.1992 0.6577
C -2.0589 -1.2506 1.5243
C -1.1498 -0.3704 2.4163
O -1.5903 -0.0849 3.5408
O -0.0774 0.0240 1.8802
C -0.9859 -3.4616 1.3003
C -2.1739 -4.2557 1.8641
C 0.0679 -3.2402 2.3822
C 1.5343 -3.1289 1.9242
C 2.0601 -4.5169 1.5506
C 2.3164 -2.5956 3.1340
N 1.6317 -2.2427 0.7401
C 3.0028 -1.8903 0.3704
C 3.0937 -0.6692 -0.5439
N 2.1978 -0.6284 -1.7006
C 1.7346 0.7273 -1.9793
C 0.3362 0.8100 -2.5995
O -0.1063 1.9504 -2.8237
O -0.3336 -0.2623 -2.7489
H 4.2351 -1.3718 -4.3595
H 4.7939 -1.5669 -2.6979
H 4.2894 0.0244 -3.2765
H 1.9775 -0.9690 -3.7036
H 2.8906 -3.1950 -1.8610
H 2.9395 -3.3374 -3.6023
H 1.0514 -3.4594 -4.9662
H 0.1651 -2.0437 -4.3607
H -0.5778 -3.6461 -4.3283
H 1.7234 -5.3323 -3.1973
H 0.0410 -5.3328 -2.6809
H 1.3335 -5.0420 -1.5006
H 0.0771 -1.6049 -2.0819
H 0.6523 -2.6231 -0.8555
H -1.1928 -4.2021 -1.3329
H -1.7375 -3.0981 -2.5898
H -3.0267 -2.7995 -0.5641
H -2.1590 -1.3319 -1.0264
H -2.8239 -1.7169 2.1556
H -2.5875 -0.5613 0.8587
H -0.5223 -4.0838 0.5290
H -2.5496 -3.8018 2.7815
H -1.8610 -5.2754 2.0980
H -2.9989 -4.3103 1.1504
H 0.0236 -4.0803 3.0827
H -0.1933 -2.3567 2.9641
H 1.9795 -5.1925 2.4043
H 3.1099 -4.4782 1.2566
H 1.4905 -4.9439 0.7227
H 2.0379 -3.1590 4.0272
H 2.0678 -1.5459 3.3018
H 3.3958 -2.6902 3.0114
H 1.0935 -1.3909 0.9459
H 3.4897 -2.7600 -0.0811
H 3.6118 -1.6278 1.2431
H 4.1506 -0.5614 -0.8286
H 2.8647 0.2049 0.0656
H 2.4167 1.3228 -2.6036
H 1.7115 1.2240 -1.0067
C -2.3948 3.6423 4.2210
C -1.2904 3.8682 3.2240
C 0.1010 3.5287 3.6648
O -1.5375 4.2188 2.0823
H -2.2082 4.2055 5.1367
H -2.3908 2.5786 4.4783
H -3.3576 3.9130 3.7942
H 0.3134 3.9163 4.6613
H 0.8421 3.8830 2.9531
H 0.1637 2.4343 3.7131
Se -7.0463 1.0996 0.6275
N -7.2820 1.2705 -1.1189
C -6.0768 1.2294 -1.6515
C -5.7808 1.3277 -3.0523
C -4.4843 1.2713 -3.4188
C -3.4446 1.1177 -2.4235
N -3.6658 1.0293 -1.1488
C -4.9745 1.0822 -0.7349
N -5.2945 1.0044 0.5404
H -6.5854 1.4469 -3.7653
H -4.1958 1.3459 -4.4583
H -2.4028 1.0738 -2.7410
Se 3.9153 4.0806 2.5299
C 2.8862 3.0804 1.4464
N 2.2144 2.4353 0.7478
```

Calculated values
- E_LUMO: 0.70 eV
- HOMO level: -4.1 eV
- Total charge: -1
- ΔE to the lowest compared entry with this formula, charge and spin: 0.0000 eV

Look up the ΔE to the lowest compared entry with this formula, charge and spin of the first one.
0.3426 eV

What did the first record say?
# C3H8N2

A gas-phase ion, C3H8N2 (charge -1) (wB97M-V/def2-TZVPD, the Open Molecules 2025 dataset).

Structure (XYZ):
```
13
C3H8N2 (wB97M-V/def2-TZVPD)
C 1.4278 0.5591 -1.2500
C -0.0138 0.3365 -0.7874
N -0.0044 -0.1730 0.5741
C -1.1441 -0.4992 1.2132
N -1.2264 -0.8189 2.4503
H 2.0083 0.8793 -0.4007
H 1.5719 1.2821 -2.0531
H 1.8228 -0.3736 -1.5993
H -0.5563 1.2827 -0.8652
H -0.5238 -0.4042 -1.4154
H 0.8731 -0.5018 0.9315
H -2.0344 -0.5098 0.5839
H -2.2007 -1.0592 2.6182
```

Calculated values
- E_LUMO (spin up / spin down): 3.77 / 4.49 eV
- ⟨S²⟩: 0.750
- Multiplicity: 2
- HOMO level (spin up / spin down): 1.8 / -5.2 eV
- Total charge: -1
- ΔE to the lowest compared entry with this formula, charge and spin: 0.3426 eV